Record 1
Formula: C52H77N3O18S
Source: the Open Molecules 2025 dataset
Level of theory: ωB97M-V with the def2-TZVPD basis set

SMILES: C=Cc1c(OCCC)c(CCCS)c(C[C@H](O)CN)c2ncc(CCCCOC=O)nc12.O=C1CCCO1.O=C1CCCO1.O=C1CCCO1.O=C1CCCO1.O=C1CCCO1.O=C1CCCO1.O=C1CCCO1
LUMO, eV: 0.45
Gap between HOMO and LUMO, Ha: 0.2690

Structure (XYZ):
```
151
C52H77N3O18S (ωB97M-V with the def2-TZVPD basis set)
S -7.09 -4.37 -0.06
O 9.85 2.69 -1.70
O 11.60 -2.75 3.63
O -5.74 -0.78 -2.82
O -0.90 -3.80 -0.58
O 10.93 -1.94 1.66
O -9.36 -0.23 -1.17
O 6.24 -4.02 5.66
O -3.68 6.11 -2.27
O 6.91 -0.59 -0.20
O -9.87 -1.21 0.78
O -3.53 6.96 -0.21
O 11.66 1.72 -2.58
O -3.29 2.15 -5.33
O -5.40 2.31 -4.59
O 5.56 -2.43 4.25
O 4.87 -0.36 0.65
O 1.48 1.35 2.33
O -0.23 1.79 3.72
N 0.33 -0.45 0.40
N -4.71 2.06 0.86
N -2.84 0.15 1.83
C 12.76 0.92 -2.10
C 10.66 -2.39 2.73
C 9.55 -2.84 4.78
C 9.27 -2.68 3.29
C -3.38 -1.27 -0.04
C -5.35 -4.37 -0.60
C 0.13 -1.91 0.45
C -2.39 -2.27 0.52
C -3.92 -2.82 -1.96
C 2.89 1.11 2.45
C 10.88 2.09 -1.55
C -6.93 -2.00 -4.89
C -3.11 1.28 2.44
C 7.11 1.41 -1.43
C -4.49 0.88 0.21
C -3.60 5.85 1.99
C -4.24 3.51 2.72
C 2.05 1.68 4.59
C -3.07 4.51 2.54
C -6.11 1.69 -1.47
C -7.18 1.58 -2.27
C -4.01 6.92 -1.48
C -1.10 -2.40 -0.32
C -10.12 -2.55 1.24
C -9.67 -1.21 -0.56
C -4.25 4.29 -5.40
C -10.62 -3.31 0.01
C -2.27 3.06 -5.79
C -4.03 2.23 1.96
C -3.81 5.71 0.48
C 4.46 -2.21 3.35
C -3.57 -0.06 0.69
C -5.21 -3.66 -1.97
C -9.86 -2.61 -1.12
C -5.41 -1.80 -4.99
C 4.27 -4.39 4.26
C -4.43 2.83 -5.06
C 3.97 -3.60 2.98
C 12.91 1.29 -0.63
C 5.94 1.54 -0.46
C 3.31 1.82 3.74
C 11.47 1.60 -0.24
C -3.02 4.27 -6.30
C -5.04 -0.55 -1.68
C 0.95 1.64 3.54
C -4.09 -1.53 -1.20
C 7.90 0.26 -0.82
C 5.79 0.12 0.06
C -4.94 -0.71 -4.02
C 10.98 -3.35 4.79
C 5.47 -3.65 4.82
C -5.22 0.63 -0.99
H -3.88 -0.80 -3.79
H 3.50 2.87 3.54
H 3.46 -4.34 4.98
H -3.15 -3.45 -1.53
H 3.06 0.04 2.49
H 1.01 -2.43 0.07
H -4.82 -3.76 0.14
H -1.68 2.57 -6.56
H 11.53 -3.06 5.68
H 3.70 -1.63 3.87
H -4.57 5.99 2.46
H -5.86 2.68 -1.10
H 13.65 1.15 -2.69
H 13.38 0.50 -0.04
H 7.70 2.31 -1.54
H 8.85 -3.50 5.29
H 8.59 0.59 -0.06
H -7.31 2.37 -3.01
H -4.07 4.84 -4.47
H -9.19 -2.96 1.63
H -1.62 3.30 -4.94
H 8.60 -1.86 3.07
H 8.44 -0.32 -1.57
H 10.93 0.71 0.08
H -3.60 -2.58 -2.97
H -3.33 4.11 -7.34
H -5.15 -1.56 -6.02
H -10.43 -2.58 -2.04
H -6.97 -4.19 1.26
H -2.43 5.19 -6.27
H 4.20 1.39 4.19
H 4.53 -5.43 4.05
H 0.06 -2.19 1.50
H -7.20 -2.53 -3.98
H 12.51 -0.13 -2.24
H -3.13 4.95 0.11
H 13.53 2.19 -0.54
H -0.42 -3.90 -1.41
H -4.71 7.73 -1.69
H 4.57 -4.00 2.16
H -2.82 -3.27 0.55
H -0.06 -0.09 -0.46
H -0.16 -0.02 1.17
H -2.95 6.68 2.23
H 6.74 1.12 -2.41
H 3.40 1.51 1.58
H 1.90 2.52 5.26
H -2.33 4.09 1.86
H 4.81 -1.66 2.48
H -5.21 3.92 2.44
H -7.96 0.83 -2.21
H -6.10 -3.05 -2.09
H -5.21 -4.38 -2.79
H -10.43 -4.38 0.06
H 11.03 -4.44 4.68
H -4.98 -2.75 -4.67
H 11.41 2.37 0.53
H -4.82 5.36 0.25
H -7.46 -1.05 -4.90
H 5.03 1.87 -0.94
H -5.15 0.25 -4.51
H -2.11 -2.03 1.53
H 9.50 -1.86 5.26
H -7.30 -2.61 -5.71
H 2.93 -3.62 2.67
H -5.13 4.68 -5.90
H -4.94 -5.37 -0.61
H -4.31 3.25 3.78
H 8.90 -3.60 2.83
H -8.88 -3.04 -1.29
H -2.59 4.69 3.50
H -10.86 -2.53 2.04
H -2.56 1.49 3.35
H -11.69 -3.16 -0.11
H 2.03 0.75 5.15
H -1.15 -1.86 -1.27
H 6.18 2.19 0.38
```

These are the Löwdin partial charges, in e, on atoms 1 to 99: S 0.76; O 0.10; O 0.02; O -0.07; O -0.06; O 0.10; O 0.11; O 0.11; O 0.10; O 0.04; O 0.03; O -0.04; O 0.03; O 0.02; O 0.11; O 0.02; O 0.10; O 0.01; O 0.11; N 0.03; N 0.20; N 0.15; C -0.15; C -0.49; C -0.15; C -0.07; C -0.09; C -0.51; C -0.23; C -0.09; C -0.12; C -0.15; C -0.48; C -0.09; C -0.07; C -0.15; C -0.14; C -0.16; C -0.13; C -0.07; C -0.18; C -0.11; C 0.05; C -0.35; C -0.35; C -0.16; C -0.46; C -0.06; C -0.16; C -0.15; C -0.26; C -0.17; C -0.15; C -0.15; C -0.24; C -0.10; C -0.20; C -0.07; C -0.46; C -0.14; C -0.15; C -0.06; C -0.14; C -0.07; C -0.15; C -0.16; C -0.48; C -0.08; C -0.15; C -0.47; C -0.16; C -0.15; C -0.49; C -0.07; H 0.12; H 0.12; H 0.13; H 0.10; H 0.10; H 0.10; H 0.05; H 0.12; H 0.12; H 0.12; H 0.11; H 0.09; H 0.12; H 0.12; H 0.09; H 0.10; H 0.12; H 0.05; H 0.11; H 0.10; H 0.13; H 0.12; H 0.13; H 0.11; H 0.10

Record 2
Formula: C52H78O39
Source: the Open Molecules 2025 dataset
Level of theory: ωB97M-V with the def2-TZVPD basis set

LUMO, eV: -0.19
Gap between HOMO and LUMO, Ha: 0.3673
Energy above the lowest of the compared OMol25 structures with the same formula, charge and spin, kcal per mole: 84.5

Structure (XYZ):
```
169
C52H78O39 (ωB97M-V with the def2-TZVPD basis set)
O -19.50 -0.78 18.05
O -23.69 2.08 13.97
O -22.35 6.24 15.96
O -30.16 2.52 17.46
O -23.30 8.23 16.55
O -24.57 -5.32 15.25
O -22.47 -2.53 18.31
O -23.47 -6.74 13.90
O -19.28 -0.32 15.96
O -25.26 4.65 17.61
O -24.10 6.96 14.86
O -25.89 -0.03 11.36
O -26.68 2.97 8.94
O -27.01 -0.92 16.08
O -28.87 3.73 18.74
O -25.25 1.56 8.14
O -20.24 3.49 10.63
O -26.25 0.39 17.72
O -24.92 3.59 19.56
O -23.06 0.16 13.31
O -19.92 -2.03 9.63
O -25.89 -1.90 17.68
O -20.64 5.02 12.18
O -19.84 2.92 12.66
O -23.60 -7.10 16.01
O -28.06 0.60 11.47
O -23.39 3.30 17.99
O -27.31 1.58 7.23
O -22.05 -1.13 9.59
O -21.86 -2.99 20.41
O -18.72 -2.36 16.79
O -20.24 -5.49 14.10
O -22.10 -0.78 19.78
O -30.75 4.69 17.93
O -26.68 1.32 13.00
O -22.69 1.88 12.00
O -18.92 -7.17 14.78
O -18.45 -5.89 12.93
O -21.61 -3.01 10.70
C -28.01 3.05 14.16
C -23.82 2.92 20.17
C -28.18 2.50 18.74
C -23.27 -1.00 15.40
C -20.63 1.71 15.70
C -27.31 -2.29 15.95
C -19.14 -6.23 14.03
C -23.87 -6.30 15.05
C -20.57 -3.17 13.63
C -23.91 -0.11 14.43
C -23.90 5.53 12.90
C -19.12 -1.25 16.94
C -19.91 0.57 17.91
C -29.97 3.74 18.04
C -24.57 2.17 9.19
C -22.12 -2.00 19.49
C -23.67 -3.47 11.87
C -21.07 -2.07 9.92
C -28.05 1.87 20.13
C -23.28 -1.54 10.18
C -29.08 1.69 17.80
C -27.26 -2.46 14.40
C -22.64 5.14 15.15
C -20.27 3.88 11.87
C -23.95 5.63 14.43
C -27.96 1.65 13.50
C -19.82 2.15 10.62
C -23.02 -9.43 16.23
C -20.37 -4.58 13.08
C -19.55 0.93 16.47
C -26.48 1.95 8.06
C -19.09 -4.82 12.27
C -22.78 -7.95 14.14
C -24.24 1.25 14.99
C -25.49 3.29 9.65
C -26.32 -0.74 17.18
C -24.45 1.85 21.04
C -21.54 -4.51 17.33
C -22.54 -3.92 18.36
C -23.03 1.44 13.07
C -19.39 0.50 12.46
C -26.29 -2.92 16.85
C -19.09 1.97 11.95
C -24.58 3.92 18.30
C -26.79 0.58 11.90
C -22.15 -4.19 19.83
C -22.63 -8.03 15.65
C -23.26 7.27 15.80
C -23.03 2.36 19.00
C -28.80 1.54 12.25
C -23.19 2.58 8.75
C -23.03 -3.01 10.56
H -24.74 -3.38 12.02
H -21.85 4.95 14.44
H -23.10 3.27 7.91
H -29.05 1.83 20.55
H -19.07 0.43 13.50
H -23.27 -2.99 12.76
H -21.24 -4.77 19.97
H -21.45 -3.19 14.28
H -20.96 0.70 18.17
H -27.61 0.87 20.19
H -23.43 -4.52 12.05
H -19.30 1.17 18.57
H -22.48 1.76 8.64
H -22.19 -0.91 15.52
H -24.95 2.34 21.88
H -24.10 -1.44 9.47
H -28.32 -2.47 16.32
H -27.51 3.83 13.59
H -25.57 3.24 10.74
H -19.31 -5.17 11.26
H -23.24 3.65 20.73
H -23.98 -9.73 15.81
H -23.33 -8.81 13.78
H -20.36 1.61 14.65
H -23.81 1.48 15.97
H -28.77 2.52 11.79
H -22.78 4.24 15.75
H -23.71 1.19 21.49
H -20.61 1.43 10.40
H -25.12 4.30 9.48
H -18.64 1.52 16.51
H -22.97 -4.71 20.33
H -27.38 2.51 20.70
H -21.64 1.31 15.81
H -21.96 2.31 19.20
H -18.87 -0.29 11.90
H -23.36 -2.01 15.00
H -28.25 0.83 14.15
H -27.23 2.66 18.24
H -29.43 0.76 18.26
H -28.54 1.42 16.89
H -25.41 -3.33 16.36
H -19.07 2.07 9.82
H -29.00 3.37 14.48
H -21.69 -5.59 17.30
H -18.05 2.24 11.81
H -23.47 -0.95 11.07
H -24.49 1.46 10.01
H -19.73 -2.80 14.21
H -24.87 5.20 14.85
H -24.84 -0.55 14.08
H -23.20 -3.72 9.75
H -23.55 -4.28 18.15
H -20.41 0.12 12.36
H -21.47 -4.01 16.36
H -24.84 5.72 12.39
H -20.74 2.72 16.09
H -18.45 -3.96 12.07
H -20.85 -2.41 12.90
H -20.61 -4.27 17.86
H -23.13 6.17 12.48
H -21.78 -7.91 13.71
H -26.30 -2.20 13.95
H -23.17 -9.33 17.31
H -26.78 -3.69 17.45
H -27.94 -1.72 13.98
H -23.47 1.38 18.77
H -23.59 4.51 12.65
H -27.56 -3.48 14.15
H -22.29 -10.21 15.99
H -21.23 -4.91 12.48
H -25.21 1.25 20.55
H -27.32 3.04 15.01
H -22.76 3.11 9.60
H -29.86 1.29 12.30
H -25.31 1.41 15.10
H -23.65 -1.01 16.42
H -21.63 -7.78 16.00
```

These are the Löwdin partial charges, in e, on atoms 1 to 99: O 0.12; O 0.10; O 0.05; O 0.07; O 0.13; O 0.10; O 0.08; O 0.11; O 0.08; O 0.15; O 0.11; O 0.14; O 0.06; O 0.07; O 0.12; O 0.12; O 0.10; O 0.10; O 0.08; O 0.11; O 0.16; O 0.09; O 0.11; O 0.07; O 0.11; O 0.09; O 0.03; O 0.12; O 0.05; O 0.09; O 0.17; O 0.07; O 0.09; O 0.11; O 0.08; O 0.15; O 0.12; O 0.09; O 0.04; C 0.02; C -0.31; C -0.31; C 0.00; C 0.03; C -0.27; C -0.53; C -0.63; C 0.01; C -0.30; C -0.01; C -0.61; C -0.07; C -0.55; C -0.33; C -0.46; C 0.00; C -0.54; C 0.00; C -0.09; C -0.12; C 0.02; C -0.10; C -0.59; C -0.28; C -0.32; C -0.11; C 0.00; C -0.32; C -0.32; C -0.56; C -0.07; C -0.07; C -0.06; C -0.08; C -0.52; C -0.02; C 0.03; C -0.29; C -0.62; C 0.01; C -0.12; C -0.24; C -0.50; C -0.55; C -0.13; C -0.30; C -0.55; C -0.09; C -0.08; C 0.00; C -0.26; H 0.09; H 0.11; H 0.10; H 0.10; H 0.06; H 0.06; H 0.14; H 0.05

Record 3
Formula: C52H78O39
Source: the Open Molecules 2025 dataset
Level of theory: ωB97M-V with the def2-TZVPD basis set

LUMO, eV: -0.12
Gap between HOMO and LUMO, Ha: 0.3837
Energy above the lowest of the compared OMol25 structures with the same formula, charge and spin, kcal per mole: 215.2

Structure (XYZ):
```
169
C52H78O39 (ωB97M-V with the def2-TZVPD basis set)
O -7.52 -3.85 -4.41
O 2.09 -1.45 0.63
O 8.35 10.25 1.70
O -0.35 4.84 6.01
O 3.82 -6.78 11.59
O 0.77 -13.15 4.27
O 7.21 10.59 -0.10
O -8.33 2.67 0.44
O 7.48 -6.91 2.84
O -7.44 -5.92 3.39
O -0.91 4.79 8.16
O -0.45 11.61 1.10
O -0.58 -9.31 -4.90
O -5.51 -6.04 2.41
O -7.75 0.60 0.11
O -1.42 6.71 6.93
O -9.68 -4.74 -4.36
O 3.18 3.65 -7.34
O 5.18 4.63 -7.46
O 1.63 -8.99 -4.57
O 3.77 -7.38 9.46
O 6.76 -9.01 2.46
O -1.16 10.68 -0.75
O 6.91 -7.29 0.85
O -7.30 -7.00 1.35
O -6.29 1.94 1.17
O -0.32 -11.25 3.60
O 1.65 0.72 0.10
O 0.62 12.11 -0.78
O 6.59 8.96 1.42
O 0.39 -7.34 -5.41
O 2.71 -5.60 10.03
O -3.96 4.57 -5.19
O 1.62 -0.78 -1.51
O -7.83 -5.96 -4.85
O -5.12 6.36 -5.89
O -1.02 -13.18 2.88
O 3.49 5.90 -6.85
O -2.96 6.34 -6.13
C -0.02 3.52 6.41
C -0.92 5.56 7.01
C 7.43 -6.00 0.74
C -1.33 -10.86 2.66
C -2.76 7.71 -8.10
C -0.77 -9.78 1.71
C 3.42 -6.66 10.48
C -8.99 0.73 -0.58
C -5.19 -3.92 -3.55
C 7.32 9.87 1.02
C -4.02 5.63 -5.73
C 5.73 5.88 -7.27
C 8.76 -4.96 2.78
C 1.49 3.31 6.08
C -9.87 -0.35 0.11
C -1.74 -12.20 2.01
C 1.67 -6.73 -5.25
C -7.34 1.78 0.52
C -2.12 10.29 0.16
C 3.88 -8.18 -4.87
C 2.11 -5.95 8.76
C 4.58 6.85 -6.95
C 1.28 0.46 -2.12
C -6.65 -5.13 4.22
C 3.88 4.64 -7.29
C 1.10 1.46 -0.98
C 8.48 11.26 -0.30
C -6.41 -5.81 -4.73
C -6.20 -4.34 -4.67
C -3.32 7.61 -6.67
C -0.25 11.48 -0.18
C 2.22 -4.64 7.91
C 4.70 7.49 -5.54
C -0.07 -12.54 3.61
C -6.77 -6.41 2.29
C -1.57 10.88 1.47
C -4.86 7.50 -6.69
C 3.03 -7.16 8.37
C 8.98 11.44 1.16
C -0.40 3.53 7.90
C -8.43 -4.86 -4.56
C -4.36 -4.30 3.34
C 2.42 -7.84 -4.45
C 2.05 2.75 -1.17
C 0.42 -8.61 -4.99
C 8.19 12.60 -1.00
C -9.40 2.16 -0.39
C 7.02 -7.83 2.03
C -5.28 -5.44 3.63
C 1.79 -0.59 -0.17
C 7.49 -5.64 2.23
C -2.21 8.66 0.16
H 10.07 11.38 1.22
H -3.08 10.75 -0.07
H 3.83 8.13 -5.36
H 2.33 -7.43 -3.44
H 6.37 5.79 -6.39
H 1.72 2.31 6.47
H 0.07 1.76 -0.79
H 3.98 -8.55 -5.89
H -5.33 -4.42 -2.59
H 0.32 3.27 8.67
H -0.68 2.81 5.92
H -5.16 7.37 -7.73
H 4.23 -8.95 -4.19
H -10.29 -0.04 1.06
H 2.14 -6.63 -6.23
H 8.38 -6.16 0.23
H 5.55 8.17 -5.54
H -1.33 10.03 2.12
H 8.67 12.40 1.56
H 8.74 -4.88 3.86
H -3.03 8.51 -6.12
H -10.73 -0.50 -0.55
H 7.69 13.29 -0.32
H -3.14 6.86 -8.67
H 6.78 -5.38 0.12
H 1.09 -6.29 8.93
H -3.41 -4.52 2.86
H -6.67 -5.36 5.28
H -10.37 2.21 0.10
H -8.83 0.44 -1.62
H 6.60 -5.02 2.34
H 9.13 10.62 -0.90
H 1.87 3.39 5.06
H -6.85 -4.06 4.11
H 9.12 13.13 -1.21
H 4.30 7.57 -7.71
H -4.91 -3.64 2.66
H 7.60 12.58 -1.92
H 2.04 3.30 -0.23
H -1.70 7.52 -8.23
H -2.73 8.31 1.05
H 2.37 -7.96 8.07
H -2.37 11.49 1.90
H -2.14 -10.42 3.24
H -2.81 -12.41 1.94
H -9.39 -1.33 0.15
H -5.39 8.34 -6.24
H -1.30 -12.19 1.02
H 1.99 -3.70 8.41
H 9.67 -5.48 2.49
H 3.20 -4.52 7.43
H -5.19 -2.84 -3.48
H 2.08 0.73 -2.81
H 3.09 2.43 -1.13
H 1.68 -5.85 -4.61
H 1.65 -4.71 6.99
H -1.29 8.09 0.18
H 4.75 6.82 -4.69
H -5.95 -6.16 -5.65
H -1.25 2.85 7.98
H 0.07 -10.26 1.22
H -9.39 2.59 -1.39
H -5.82 -4.14 -5.67
H 6.46 6.29 -7.97
H -2.84 8.33 -0.66
H 1.84 3.45 -1.98
H 3.63 -6.90 7.50
H -1.52 -9.54 0.96
H -5.87 -6.35 -3.95
H 2.12 4.03 6.61
H -4.16 -3.69 4.22
H -4.75 -6.11 4.30
H -0.45 -8.86 2.20
H 4.52 -7.29 -4.83
H 0.40 0.32 -2.74
H 8.71 -3.92 2.44
H -4.14 -4.16 -3.75
H -3.06 8.65 -8.57
```

These are the Löwdin partial charges, in e, on atoms 1 to 99: O 0.08; O 0.14; O 0.09; O 0.07; O 0.17; O 0.12; O 0.09; O 0.08; O 0.09; O 0.06; O 0.05; O 0.11; O 0.12; O 0.10; O 0.08; O 0.09; O 0.08; O 0.14; O 0.10; O 0.09; O 0.11; O 0.07; O 0.10; O 0.08; O 0.13; O 0.10; O 0.09; O 0.06; O 0.11; O 0.12; O 0.08; O 0.07; O 0.16; O 0.06; O 0.11; O 0.08; O 0.05; O 0.05; O 0.10; C -0.29; C -0.45; C -0.08; C -0.31; C -0.03; C -0.02; C -0.59; C -0.31; C -0.01; C -0.60; C -0.59; C -0.13; C -0.01; C -0.01; C -0.01; C -0.03; C -0.08; C -0.55; C -0.28; C -0.01; C -0.24; C -0.27; C -0.10; C -0.11; C -0.53; C -0.26; C -0.28; C -0.10; C -0.31; C -0.28; C -0.56; C -0.02; C -0.02; C -0.56; C -0.50; C -0.11; C -0.09; C -0.15; C -0.04; C -0.13; C -0.52; C -0.03; C -0.32; C -0.01; C -0.55; C -0.03; C -0.07; C -0.54; C -0.37; C -0.53; C -0.30; C 0.00; H 0.13; H 0.15; H 0.08; H 0.15; H 0.13; H 0.08; H 0.15; H 0.08